Record 1
Here is the molecule C2H6N2 in a non-equilibrium geometry from OMol25. Energies are from ωB97M-V with the def2-TZVPD basis set.

The SMILES is [H]/N=C\NC. The calculation puts the HOMO energy at -8.4 eV. The energy relative to the best compared isomer or geometry (same formula, charge and spin) is 2.139 eV. The calculation puts the maximum force at 0.075 hartree/bohr.

Each atom is followed by the atoms it is bonded to, with distances in Å.
Cartesian coordinates (Å):
1 H 0.42163 -2.17955 0.16511  C2 1.085
2 C 0.75576 -1.17747 0.41228  H1 1.085, N5 1.442, H7 1.089, H10 1.093
3 C -0.39545 0.98610 0.12649  N4 1.306, N5 1.346, H6 1.120
4 N -1.15947 1.81680 -0.53051  C3 1.306, H9 0.995
5 N -0.20805 -0.30356 -0.20884  C2 1.442, C3 1.346, H8 0.984
6 H -0.25175 1.39839 1.15821  C3 1.120
7 H 0.70936 -1.20210 1.50035  C2 1.089
8 H -0.62308 -0.29790 -1.10062  N5 0.984
9 H -0.99553 1.99767 -1.49559  N4 0.995
10 H 1.74658 -1.03839 -0.02689  C2 1.093


Record 2
Here is a cluster of 2 separate species, C2H6N2 in total in a non-equilibrium geometry from OMol25. Energies are from ωB97M-V with the def2-TZVPD basis set.

The SMILES is C=N.C=N. The calculation puts the HOMO energy at -9.5 eV. The energy relative to the best compared isomer or geometry (same formula, charge and spin) is 3.101 eV. The calculation puts the maximum force at 0.047 hartree/bohr.

Each atom is followed by the atoms it is bonded to, with distances in Å.
Cartesian coordinates (Å):
1 H 4.32243 1.13731 1.35562  N6 1.020
2 H -2.92593 -1.17002 0.18595  C5 1.091
3 H 2.97786 -1.05269 0.08606  C7 1.086
4 H -4.27851 -0.96860 -1.14877  C5 1.095
5 C -3.52629 -0.54302 -0.47569  H2 1.091, H4 1.095, N8 1.271
6 N 3.56870 0.45041 1.38892  H1 1.020, C7 1.258
7 C 3.44711 -0.08854 0.25820  H3 1.086, N6 1.258, H9 1.098
8 N -3.30308 0.70829 -0.45864  C5 1.271, H10 1.021
9 H 3.90487 0.31427 -0.65459  C7 1.098
10 H -4.18715 1.21259 -0.53705  N8 1.021


Question: Number 2 is which compound?
Answer: C2H6N2


Question: maximum force of number 2 (C2H6N2)?
Answer: 0.047 hartree/bohr


Question: Look up the maximum force of the second one.
Answer: 0.047 hartree/bohr